Record 1
{"formula": "C20H31LaO5S", "method": "the ωB97M-V functional and the def2-TZVPD basis", "energy_ev": -43175.361, "elements": ["O", "C", "C", "H", "H", "C", "H", "H", "C", "H", "H", "H", "C", "H", "H", "H", "La", "C", "C", "C", "H", "C", "C", "H", "H", "H", "H", "C", "C", "C", "H", "C", "C", "H", "H", "H", "H", "O", "C", "C", "H", "H", "C", "H", "H", "C", "H", "H", "H", "H", "C", "S", "O", "O", "O", "H", "H", "H"], "positions_angstrom": [[-0.12057, -0.38591, -0.44731], [-0.87564, -1.37630, 0.34773], [-0.13599, -2.55168, -0.27301], [-1.93960, -1.29565, 0.09975], [-0.69999, -1.22047, 1.41179], [0.42884, -1.48994, -1.27045], [-0.76452, -3.33871, -0.69383], [0.62255, -2.93706, 0.41940], [-0.25517, -1.45933, -2.61750], [-1.34035, -1.53252, -2.49775], [0.08335, -2.27630, -3.26311], [-0.01354, -0.51395, -3.11444], [1.94290, -1.43447, -1.40768], [2.45488, -1.74825, -0.48814], [2.28653, -0.42994, -1.68947], [2.25916, -2.12667, -2.19831], [1.27257, 1.62729, 0.88662], [3.31118, 0.64466, 2.60507], [2.23169, 1.05375, 3.44600], [1.16555, 0.11771, 3.28959], [2.28233, 1.80481, 4.22283], [1.59109, -0.86897, 2.36457], [2.90773, -0.52883, 1.91363], [3.52172, -1.12561, 1.24114], [4.31153, 1.05988, 2.58498], [0.23342, 0.12059, 3.85325], [1.07593, -1.80456, 2.15319], [1.01318, 4.04616, -0.62969], [1.97816, 3.22423, -1.28436], [1.27142, 2.13724, -1.89470], [3.05499, 3.40667, -1.35374], [-0.11849, 2.28176, -1.55956], [-0.26822, 3.44859, -0.76942], [-1.19612, 3.85327, -0.36462], [1.18131, 5.05671, -0.26667], [1.69187, 1.40710, -2.59228], [-0.93545, 1.67041, -1.93061], [-3.16132, -2.44133, -0.96065], [-3.21311, -3.53714, -1.90647], [-4.51715, -4.34402, -1.73323], [-2.33161, -4.18378, -1.75288], [-3.13321, -3.10313, -2.92350], [-5.31790, -3.61134, -0.65224], [-4.27809, -5.35342, -1.40818], [-5.06300, -4.38597, -2.67254], [-4.43906, -2.39318, -0.27422], [-5.48808, -4.25757, 0.21780], [-6.28647, -3.26233, -1.01801], [-4.24290, -2.32904, 0.80695], [-4.94161, -1.45758, -0.56068], [2.72304, 5.65154, 1.82076], [2.52832, 3.96780, 2.35473], [3.23922, 3.10102, 1.34614], [2.98878, 3.87388, 3.72111], [1.06833, 3.55275, 2.19559], [3.80075, 5.81628, 1.69799], [2.32154, 6.30711, 2.59948], [2.23332, 5.87374, 0.86918]]}

Record 2
{"formula": "C20H31N2OPSiV", "method": "the ωB97M-V functional and the def2-TZVPD basis", "energy_ev": -69124.083, "spin_multiplicity": 2, "elements": ["V", "Si", "P", "N", "H", "C", "H", "H", "H", "C", "H", "H", "H", "C", "H", "H", "H", "C", "H", "H", "H", "H", "H", "C", "C", "C", "C", "C", "C", "H", "H", "H", "H", "H", "C", "O", "C", "H", "H", "H", "C", "H", "H", "H", "N", "C", "C", "C", "C", "C", "C", "C", "H", "H", "H", "H", "H"], "positions_angstrom": [[-0.19074, 0.06096, -0.45519], [2.22086, 0.20566, -1.01519], [-0.75394, 0.52986, -2.83789], [-0.20054, -1.69844, -0.77079], [-0.41354, 3.10816, 1.62751], [-2.52814, 0.84086, -3.30109], [-2.65684, 0.98146, -4.38969], [-2.88474, 1.74106, -2.77249], [-3.13644, -0.01774, -2.96939], [0.08656, 1.98786, -3.60649], [-0.24824, 2.15616, -4.64549], [1.17526, 1.81306, -3.59299], [-0.12854, 2.88296, -2.99929], [-0.29744, -0.85804, -3.96209], [-0.44274, -0.58894, -5.02289], [-0.91644, -1.73474, -3.71019], [0.75806, -1.11754, -3.77929], [2.90246, 1.99416, -0.84249], [2.66036, 2.41516, 0.14981], [2.45526, 2.66376, -1.59859], [4.00126, 2.01856, -0.96589], [3.15226, -0.64344, -0.17259], [2.60676, -0.21744, -2.41899], [-0.18944, -3.05214, -0.95899], [-1.29754, -5.23004, -0.88369], [-1.33454, -3.84614, -0.68589], [0.98676, -3.69154, -1.43509], [1.00836, -5.07504, -1.62699], [-0.12984, -5.85334, -1.35389], [-2.18884, -5.83024, -0.66869], [-2.23874, -3.34994, -0.31939], [1.86516, -3.07244, -1.64199], [1.92296, -5.55434, -1.99389], [-0.10674, -6.93724, -1.50649], [-0.95414, 3.08486, 0.65391], [-0.68534, 1.85936, 0.02871], [-2.45724, 3.20486, 0.93841], [-2.79764, 4.23876, 0.74921], [-2.68444, 2.94956, 1.98861], [-3.02494, 2.52596, 0.27951], [-0.43024, 4.23176, -0.21819], [-1.21044, 4.58456, -0.91569], [0.44206, 3.89436, -0.80509], [-0.10884, 5.07706, 0.41181], [0.77186, -0.19584, 1.27781], [0.85286, -0.29594, 2.42721], [0.78326, -0.25234, 3.86321], [-0.48254, -0.06674, 4.44151], [-0.62614, -0.01694, 5.82831], [0.49696, -0.15694, 6.64741], [1.76066, -0.34874, 6.07661], [1.90846, -0.39964, 4.68271], [-1.36224, 0.04396, 3.81591], [-1.60614, 0.12996, 6.26461], [0.38176, -0.11694, 7.72291], [2.62516, -0.45774, 6.71741], [2.88896, -0.54814, 4.24961]]}

Record 3
{"formula": "C20H31N3O3S", "method": "the ωB97M-V functional and the def2-TZVPD basis", "smiles": "C[C@H]1CCCN(CC(=O)Nc2ccc(S(=O)(=O)N3CCCCCC3)cc2)C1", "de_lowest_ev": 1.7973, "energy_ev": -42691.730, "elements": ["C", "H", "H", "C", "C", "C", "C", "N", "C", "C", "O", "N", "C", "C", "C", "C", "C", "C", "H", "H", "S", "O", "O", "N", "C", "H", "C", "H", "C", "H", "C", "C", "H", "C", "H", "H", "H", "H", "H", "H", "H", "H", "H", "H", "H", "H", "H", "C", "H", "H", "H", "H", "H", "H", "H", "H", "H", "H"], "positions_angstrom": [[-4.57823, -2.56296, -2.01373], [-5.21834, -3.43661, -2.10808], [-4.46068, -2.11608, -2.99857], [-5.18578, -1.56392, -1.03452], [-5.39189, -2.18454, 0.34605], [-5.95795, -1.13531, 1.29603], [-5.03835, 0.08040, 1.33897], [-4.90528, 0.62903, 0.00046], [-4.30166, 1.94949, -0.02768], [-2.86119, 1.95807, 0.48823], [-2.58943, 2.07270, 1.66166], [-1.93726, 1.74535, -0.50004], [-0.55296, 1.61481, -0.39560], [0.13420, 1.79775, 0.80392], [1.50994, 1.65321, 0.83402], [2.19784, 1.32296, -0.31832], [1.52841, 1.14694, -1.51545], [0.15692, 1.29712, -1.55700], [-0.37287, 1.16940, -2.49061], [2.09477, 0.91169, -2.40210], [3.96510, 1.02926, -0.25134], [4.50889, 1.75817, 0.85499], [4.51002, 1.24289, -1.56051], [4.11620, -0.58946, 0.10077], [3.87452, -1.50624, -0.98750], [4.67844, -2.25145, -1.00412], [2.52287, -2.22668, -0.95850], [2.26180, -2.49814, -1.98359], [2.56058, -3.50238, -0.11793], [3.40757, -4.11059, -0.44426], [2.66789, -3.25361, 1.38440], [3.86822, -2.40236, 1.79883], [4.78395, -2.78743, 1.35141], [3.70091, -0.92607, 1.44635], [4.31926, -0.30591, 2.09913], [2.64984, -0.64131, 1.61270], [3.97496, -2.47074, 2.88325], [2.73432, -4.22196, 1.88626], [1.75495, -2.76564, 1.73559], [1.65168, -4.07929, -0.30655], [1.74903, -1.55128, -0.58794], [3.97385, -0.90170, -1.89005], [2.06595, 1.81844, 1.74316], [-0.41192, 2.05368, 1.69629], [-2.29503, 1.64739, -1.44060], [-4.89455, 2.59758, 0.62247], [-4.35428, 2.33168, -1.05130], [-4.29115, -0.32856, -0.89842], [-4.17961, 0.14123, -1.88099], [-3.29233, -0.65041, -0.54899], [-5.46521, 0.85128, 1.98332], [-4.06197, -0.21096, 1.76091], [-6.06421, -1.54635, 2.30084], [-6.94210, -0.82110, 0.94519], [-6.06929, -3.03748, 0.27614], [-4.43333, -2.54572, 0.72761], [-6.15722, -1.23236, -1.41432], [-3.60054, -2.89135, -1.66594]]}